{"formula": "C48H96N6O26P2", "method": "ωB97M-V with the def2-TZVPD basis set", "species": ["C", "O", "P", "O", "O", "C", "O", "C", "H", "H", "H", "H", "H", "H", "H", "H", "H", "C", "O", "P", "O", "O", "C", "O", "C", "H", "H", "H", "H", "H", "H", "H", "H", "H", "C", "O", "N", "C", "C", "H", "H", "H", "H", "H", "H", "H", "C", "O", "N", "C", "C", "H", "H", "H", "H", "H", "H", "H", "C", "O", "N", "C", "C", "H", "H", "H", "H", "H", "H", "H", "C", "O", "N", "C", "C", "H", "H", "H", "H", "H", "H", "H", "C", "O", "N", "C", "C", "H", "H", "H", "H", "H", "H", "H", "C", "O", "N", "C", "C", "H", "H", "H", "H", "H", "H", "H", "O", "C", "O", "C", "C", "C", "H", "H", "H", "H", "H", "H", "O", "C", "O", "C", "C", "C", "H", "H", "H", "H", "H", "H", "O", "C", "O", "C", "C", "C", "H", "H", "H", "H", "H", "H", "O", "C", "O", "C", "C", "C", "H", "H", "H", "H", "H", "H", "O", "C", "O", "C", "C", "C", "H", "H", "H", "H", "H", "H", "O", "C", "O", "C", "C", "C", "H", "H", "H", "H", "H", "H"], "xyz": [[2.8204, 0.7947, 1.0863], [1.8533, 0.2494, 0.1161], [0.3250, 0.7310, 0.0924], [-0.3187, 0.9130, 1.3973], [0.3585, 2.1112, -0.8134], [-0.6505, 2.4825, -1.7985], [-0.3573, -0.3792, -0.7606], [0.2148, -0.8655, -1.9748], [2.5736, 0.4546, 2.0873], [2.8412, 1.8850, 1.0267], [3.7937, 0.4087, 0.7522], [-1.5422, 2.7461, -1.2386], [-0.7933, 1.6885, -2.5643], [-0.2193, 3.4190, -2.1753], [0.9020, -0.2016, -2.4917], [-0.5540, -1.2060, -2.6345], [0.8963, -1.6623, -1.6355], [-6.3898, -4.9313, -1.1160], [-5.2603, -5.0606, -2.0559], [-3.8284, -4.3732, -1.7372], [-2.8850, -4.3146, -2.8976], [-3.2599, -5.2160, -0.5046], [-2.5365, -6.4802, -0.7403], [-4.1356, -2.9852, -0.9558], [-4.2822, -1.7800, -1.7800], [-6.6575, -3.9086, -1.1184], [-6.0133, -5.1475, -0.1299], [-7.0692, -5.6279, -1.4808], [-2.9363, -6.8783, -1.6501], [-2.4776, -7.0196, 0.1994], [-1.5389, -6.1659, -1.0524], [-3.3078, -1.5307, -2.2593], [-4.6308, -1.0157, -1.1333], [-5.0185, -2.0806, -2.4953], [5.9242, -1.1243, -3.2853], [6.6588, -0.4692, -4.0122], [5.6135, -0.9062, -1.9400], [6.1052, 0.2504, -1.1651], [4.4292, -1.5951, -1.4034], [5.4373, -2.0826, -3.6430], [6.8299, 0.7882, -1.7431], [6.6543, -0.1884, -0.3032], [5.3090, 0.8737, -0.7843], [4.5966, -2.3153, -0.5746], [3.7595, -0.8160, -1.0267], [3.9596, -2.1286, -2.2084], [-0.0684, -4.4713, -1.0947], [0.2770, -4.2459, 0.0622], [0.5973, -5.3408, -1.8913], [0.1505, -5.5359, -3.3008], [1.7051, -6.2032, -1.4444], [-0.9512, -4.0130, -1.6098], [1.0239, -5.5310, -3.9764], [-0.5084, -4.7233, -3.5991], [-0.2737, -6.4890, -3.5217], [1.8760, -6.9958, -2.1521], [2.6408, -5.6777, -1.3454], [1.4848, -6.6318, -0.4699], [4.7341, 2.4252, 3.3842], [4.1177, 3.4737, 3.3252], [4.2878, 1.3607, 4.0988], [4.9211, 0.0741, 3.8685], [3.0143, 1.4396, 4.7277], [5.6716, 2.2739, 2.8941], [5.9331, 0.1409, 3.4873], [4.3859, -0.5721, 3.1623], [5.0059, -0.5014, 4.7895], [2.7205, 2.4261, 4.9719], [2.2523, 0.9351, 4.1314], [3.0537, 0.9083, 5.7222], [-4.8885, 4.9884, 2.9773], [-4.3166, 4.7350, 4.0080], [-5.1042, 4.0325, 1.8885], [-5.8805, 4.4318, 0.7300], [-4.6416, 2.6444, 1.9639], [-5.2078, 5.9820, 2.6615], [-6.3643, 5.3955, 0.8690], [-6.5723, 3.5953, 0.5078], [-5.1051, 4.5793, -0.0447], [-4.1511, 2.3415, 1.0185], [-3.9937, 2.5846, 2.8285], [-5.4163, 1.9015, 2.2294], [1.7477, -2.3973, -5.3171], [1.5457, -2.1911, -4.1411], [1.3213, -1.6001, -6.3242], [1.9131, -1.7177, -7.6469], [0.5222, -0.4636, -6.0202], [2.2983, -3.2791, -5.6751], [2.8072, -1.0417, -7.7507], [1.1796, -1.5158, -8.3812], [2.2143, -2.7818, -7.8164], [-0.2908, -0.3676, -6.6989], [0.1372, -0.5779, -5.0118], [1.1119, 0.4996, -6.1015], [-5.4021, 2.1389, -1.7032], [-4.5449, 1.4183, -1.2270], [-6.7790, 1.9465, -1.6467], [-7.6592, 2.9136, -2.2025], [-7.3537, 0.8006, -0.9777], [-5.2421, 2.9621, -2.3914], [-8.2324, 3.4795, -1.4322], [-8.4201, 2.4517, -2.9250], [-7.0903, 3.6373, -2.8024], [-8.0062, 0.3113, -1.7052], [-6.5484, 0.1572, -0.6256], [-7.8843, 1.2267, -0.1577], [5.0912, 2.9137, 0.4248], [4.5995, 3.9838, 0.2417], [3.4740, 4.1834, -0.5134], [3.1878, 5.6154, -0.6594], [4.0175, 6.3386, 0.4166], [5.1105, 5.3276, 0.7986], [2.1400, 5.6027, -0.4984], [3.4699, 5.8239, -1.6724], [3.4561, 6.3865, 1.3815], [4.4566, 7.2425, 0.0417], [5.2619, 5.1961, 1.8958], [6.0714, 5.4309, 0.3186], [3.5464, -2.0313, 1.9958], [2.7659, -2.8247, 2.4009], [3.1079, -4.1654, 2.5193], [1.9541, -4.8737, 3.0156], [1.0798, -3.8312, 3.6942], [1.3293, -2.6394, 2.8250], [2.3474, -5.7043, 3.6056], [1.4845, -5.3606, 2.1657], [1.6153, -3.7027, 4.6390], [0.0601, -4.1425, 3.8807], [1.1824, -1.6520, 3.3064], [0.6916, -2.7352, 1.9677], [-5.8819, -2.7140, 2.0749], [-4.8683, -2.0973, 1.9655], [-4.8276, -0.8062, 1.5463], [-3.4676, -0.2649, 1.5027], [-2.5669, -1.4924, 1.5745], [-3.4444, -2.5495, 2.2680], [-3.2987, 0.4808, 2.2975], [-3.4740, 0.3268, 0.5375], [-1.6323, -1.2500, 2.0627], [-2.2742, -1.8631, 0.6103], [-3.2441, -2.6390, 3.3255], [-3.2841, -3.5411, 1.8960], [-0.6164, 5.0980, -0.0045], [-0.5458, 4.4856, 1.0151], [-1.6284, 3.8350, 1.5574], [-1.3131, 3.2181, 2.8435], [0.1894, 3.2338, 2.9969], [0.7539, 4.2358, 1.9386], [-1.7173, 2.2025, 2.6756], [-1.8535, 3.6963, 3.6495], [0.6216, 2.2275, 3.0519], [0.4177, 3.5961, 4.0126], [1.4198, 3.7584, 1.2254], [1.1229, 5.1716, 2.3013], [4.2715, 4.7170, -3.7646], [4.2488, 3.5868, -4.1910], [4.0537, 3.2837, -5.5557], [4.0565, 1.8224, -5.7346], [3.7157, 1.2420, -4.3547], [4.4349, 2.2659, -3.4506], [5.0074, 1.5048, -6.1406], [3.3373, 1.6062, -6.5556], [4.0581, 0.2030, -4.2034], [2.6412, 1.1659, -4.2718], [5.5207, 2.0737, -3.3808], [4.0892, 2.3676, -2.4449], [-0.0733, 1.4870, 7.9491], [-0.4840, 0.7353, 7.1074], [-0.6149, 1.1339, 5.8066], [-1.0185, -0.0150, 4.9711], [-0.7243, -1.2275, 5.7915], [-1.0015, -0.6830, 7.2138], [-0.5477, 0.1455, 3.9996], [-2.1119, 0.1301, 4.9037], [0.3103, -1.6104, 5.5660], [-1.4345, -2.0189, 5.5576], [-0.7073, -1.2322, 8.1035], [-2.0628, -0.5012, 7.3121]], "mulliken_charge": [1.95, -0.29, -0.42, -1.42, 0.74, -0.70, 1.57, -0.99, -0.91, -1.01, 0.04, 0.06, 0.09, 0.18, -0.04, 0.51, 0.01, -0.60, -0.39, 0.27, -0.67, -0.15, -0.44, 0.54, -0.46, 0.25, 0.28, 0.29, 0.40, 0.26, -0.01, 0.01, -0.23, 0.57, -0.06, -0.58, 0.26, -0.67, -0.35, 0.43, 0.46, 0.35, -0.03, 0.22, -0.26, 0.32, 0.09, -0.82, 0.39, -1.01, -1.13, 0.39, 0.38, 0.29, 0.36, 0.42, 0.25, 0.32, -0.06, -0.59, 0.30, -0.65, -1.00, 0.42, 0.32, 0.14, 0.35, 0.31, 0.19, 0.37, 0.03, -0.52, 0.21, -0.72, -1.07, 0.30, 0.40, 0.13, 0.23, 0.17, 0.16, 0.67, -0.12, -0.34, 0.16, -0.90, -0.45, 0.36, 0.25, 0.36, 0.31, 0.44, -0.12, 0.12, -0.17, -0.31, 0.27, -0.84, -0.68, 0.34, 0.31, 0.30, 0.27, 0.35, -0.03, 0.35, -0.58, 0.44, -0.06, -0.35, -0.58, -0.52, 0.20, 0.32, 0.15, 0.42, 0.24, 0.40, -0.49, -0.08, -0.46, -0.32, -0.64, 2.24, 0.45, -0.14, 0.33, 0.40, -0.83, -0.61, -0.68, 0.37, -0.36, 1.11, 1.61, -0.42, -0.81, -0.32, -0.28, -0.64, 0.37, 0.19, -0.66, 0.08, -0.14, 0.52, 0.93, 0.64, -0.86, 0.66, -1.27, 0.84, -0.95, 0.44, -0.57, 0.27, -0.41, -0.54, 0.50, 0.69, 0.26, 0.24, -0.07, -0.21, 0.24, -0.51, -0.62, 0.41, -0.36, 0.97, -0.10, -0.60, -0.68, 0.06, 0.11, 0.24, 0.38, 0.28], "homo_lumo_gap_ha": 0.332, "e_lumo_ev": 0.3, "homo_ev": -8.7}

=====

{"formula": "C18H32NO21S2", "method": "ωB97M-V with the def2-TZVPD basis set", "species": ["N", "O", "O", "O", "O", "S", "O", "O", "C", "C", "C", "H", "H", "H", "H", "H", "H", "H", "H", "O", "S", "O", "O", "C", "C", "C", "H", "H", "H", "H", "H", "H", "H", "H", "C", "C", "O", "C", "O", "O", "H", "H", "H", "H", "C", "C", "O", "C", "O", "O", "H", "H", "H", "H", "C", "C", "O", "C", "O", "O", "H", "H", "H", "H", "C", "C", "O", "C", "O", "O", "H", "H", "H", "H"], "xyz": [[30.0630, 18.2860, 17.3910], [31.1210, 18.4500, 18.1580], [29.1050, 17.8000, 17.8430], [30.0860, 18.6530, 16.2010], [32.2270, 17.5290, 13.9560], [33.2400, 18.4790, 14.2940], [34.2070, 18.0100, 15.2210], [34.0820, 18.6800, 12.8350], [34.3280, 17.4620, 12.0500], [35.3530, 17.7230, 10.9300], [32.7240, 20.0430, 14.7260], [33.4310, 17.2480, 11.5300], [34.5750, 16.6010, 12.8560], [35.8360, 16.6670, 10.4690], [36.2750, 18.3550, 11.2010], [34.8250, 18.1860, 9.8490], [32.4940, 20.0580, 15.7000], [31.8540, 20.4210, 14.1630], [33.5030, 20.8620, 14.5660], [29.8310, 13.3000, 19.8440], [30.1310, 13.1190, 18.4230], [31.1050, 12.1090, 18.0420], [28.5720, 12.7120, 17.8870], [27.9050, 11.7800, 18.4710], [26.6740, 11.3700, 17.7350], [30.4300, 14.6210, 17.5950], [27.6670, 11.9550, 19.5330], [28.5950, 10.9460, 18.6630], [26.1470, 10.6340, 18.3170], [26.9020, 10.8800, 16.7330], [26.0990, 12.0780, 17.3750], [31.2670, 14.9300, 18.0330], [29.5840, 15.4010, 17.9140], [30.5060, 14.7790, 16.6740], [27.8240, 17.5490, 14.0840], [28.8320, 16.4240, 14.1520], [28.1280, 15.2880, 13.5510], [27.0170, 15.7820, 13.0010], [26.1330, 15.0030, 12.5470], [26.8530, 17.0900, 13.1040], [28.2160, 18.4510, 13.8050], [27.2780, 17.8650, 14.9160], [29.0770, 16.1880, 15.3260], [29.7030, 16.4970, 13.7030], [25.8360, 16.4720, 17.7340], [25.3290, 17.8850, 17.9670], [24.2750, 17.8910, 16.9510], [24.3120, 16.8200, 16.1580], [23.5920, 16.6140, 15.1780], [25.2420, 16.0060, 16.5430], [25.7880, 15.9000, 18.5840], [26.9300, 16.4150, 17.6570], [25.9940, 18.7410, 17.8210], [24.9160, 18.0130, 18.8570], [29.6120, 21.5950, 17.7390], [28.2610, 20.9350, 17.5130], [27.5170, 22.1180, 17.3980], [28.2170, 23.2160, 17.5570], [27.7070, 24.2840, 17.7190], [29.4700, 22.9730, 17.7340], [30.2930, 21.3460, 17.1130], [30.0960, 21.4190, 18.7150], [27.8330, 20.3440, 18.3990], [28.3690, 20.4190, 16.4560], [33.9910, 20.0290, 19.5880], [33.6340, 21.1320, 18.6910], [33.0610, 21.9330, 19.6340], [33.2580, 21.5800, 20.9310], [32.9530, 22.2270, 21.9250], [33.9070, 20.4540, 20.8850], [34.9760, 19.6710, 19.2980], [33.5160, 19.1110, 19.2610], [32.8860, 20.7960, 17.9000], [34.4150, 21.6430, 18.2470]], "mulliken_charge": [0.79, -0.66, -0.60, -0.39, -0.48, 1.05, -0.63, -0.37, -0.09, -1.00, -0.12, 0.22, 0.29, 0.29, 0.28, 0.23, -0.44, 0.33, 0.42, -0.65, 1.19, -0.62, -0.24, -0.24, -1.37, -1.18, 0.33, 0.37, 0.36, 0.29, 0.42, 0.50, 0.15, 0.62, -0.04, 0.41, -0.37, 0.62, -0.64, -0.40, 0.26, 0.05, -0.34, 0.38, 0.12, -0.13, -0.40, 0.67, -0.61, -0.33, 0.43, -0.06, -0.04, 0.42, 0.10, 0.59, -0.39, 0.61, -0.61, -0.39, -0.18, 0.16, 0.13, -0.08, -0.23, 0.59, -0.41, 0.72, -0.59, -0.35, 0.30, 0.14, -0.51, 0.34], "charge": -1, "homo_lumo_gap_ha": 0.326, "e_lumo_ev": 1.9, "homo_ev": -7.0, "de_lowest_kcal_mol": 30.6}

=====

{"formula": "C7H14N", "method": "ωB97M-V with the def2-TZVPD basis set", "species": ["C", "C", "C", "C", "C", "C", "C", "N", "H", "H", "H", "H", "H", "H", "H", "H", "H", "H", "H", "H", "H", "H"], "xyz": [[2.0459, 0.1189, -0.4836], [2.5581, -0.9681, -0.0424], [1.2323, 1.2481, -0.8248], [0.1521, 0.7880, 0.0741], [0.3300, 0.6722, 1.5322], [-0.8621, -1.3592, -0.4423], [-2.4003, 0.4142, -0.2466], [-0.9948, 0.0568, -0.5765], [2.0646, -1.5018, 0.7841], [3.6199, -1.1455, -0.2228], [1.5323, 2.2513, -0.3764], [1.0539, 1.4723, -1.9081], [1.0148, -0.1505, 1.8979], [-0.6635, 0.4215, 1.9126], [0.7260, 1.5440, 2.1552], [-1.5109, -1.8920, -1.1454], [0.1105, -1.7661, -0.7008], [-1.0154, -1.6609, 0.5456], [-2.6431, -0.2068, 0.7727], [-2.4161, 1.5083, -0.0997], [-2.9878, -0.0505, -1.0324], [-0.9464, 0.2059, -1.5727]], "nbo_charge": [0.23, -0.48, -0.54, 0.07, -0.69, -0.43, -0.41, -0.36, 0.23, 0.28, 0.28, 0.27, 0.21, 0.23, 0.27, 0.23, 0.24, 0.23, 0.23, 0.25, 0.24, 0.43], "charge": 1, "homo_lumo_gap_ha": [0.310, 0.310], "e_lumo_ev": [-3.4, -3.4], "homo_ev": [-11.8, -11.8], "de_lowest_kcal_mol": 107.5}

=====

{"formula": "C9H11ClO4S", "method": "ωB97M-V with the def2-TZVPD basis set", "species": ["C", "O", "C", "O", "C", "C", "C", "C", "C", "C", "C", "S", "O", "O", "Cl", "H", "H", "H", "H", "H", "H", "H", "H", "H", "H", "H"], "xyz": [[-1.9459, 1.7595, -1.5536], [-0.6963, 1.1673, -1.1815], [-0.6790, 0.4811, -0.0251], [-0.9671, 1.1471, 1.1359], [-0.1464, 2.2881, 1.4014], [0.5852, -0.5590, 0.0150], [1.1095, -1.0211, -1.1757], [2.2436, -1.8165, -1.1377], [2.8325, -2.1275, 0.0775], [2.2718, -1.6835, 1.2637], [1.1358, -0.8912, 1.2378], [-1.9801, -0.8783, -0.0138], [-2.1678, -1.3777, -1.3431], [-1.7181, -1.8192, 1.0301], [-3.7370, 0.0119, 0.5253], [-1.6997, 2.5254, -2.2857], [-2.4521, 2.2012, -0.6936], [-2.5864, 1.0015, -2.0083], [-0.5385, 2.7156, 2.3201], [-0.2200, 3.0118, 0.5878], [0.8964, 1.9918, 1.5323], [0.6478, -0.7539, -2.1116], [2.6740, -2.1765, -2.0596], [3.7341, -2.7215, 0.1044], [2.7249, -1.9380, 2.2090], [0.6789, -0.5380, 2.1488]], "nbo_charge": [-0.28, -0.53, 0.39, -0.55, -0.26, -0.11, -0.14, -0.22, -0.20, -0.21, -0.19, 2.03, -0.91, -0.90, -0.24, 0.20, 0.19, 0.21, 0.21, 0.19, 0.19, 0.23, 0.22, 0.22, 0.22, 0.23], "homo_lumo_gap_ha": 0.366, "e_lumo_ev": 0.3, "smiles": "COC(OC)(c1ccccc1)S(=O)(=O)Cl", "homo_ev": -9.6, "de_lowest_kcal_mol": 19.8}